Below is 16 unconnected molecules or ions with the total composition C64H176N16O16 in a non-equilibrium geometry, with properties calculated with wB97M-V/def2-TZVPD.

Its HOMO energy is -8.391 eV. Its molar mass is 1426.21 u. The energy above the lowest of the compared OMol25 structures with the same formula, charge and spin is 90.10 kcal/mol. The calculation puts the LUMO energy at 0.51 eV. The electronic energy is -125812.9711 eV.

Structure (ORCA input):
```
! wB97M-V def2-TZVPD RIJCOSX def2/J DEFGRID3
* xyz 0 1
C -1.08691 3.88566 0.72133
C -1.76212 4.68009 -0.33247
C -2.69392 5.71906 0.26994
O -3.70215 5.09042 1.09623
C -4.39117 5.99866 1.94079
N -0.81882 5.31776 -1.22127
H -0.46427 4.56911 1.34703
H -0.39604 3.07232 0.35117
H -1.90726 3.50230 1.34825
H -2.31786 3.96597 -0.89913
H -3.17273 6.30666 -0.57872
H -2.13244 6.46355 0.84924
H -4.83080 5.42497 2.72371
H -5.17201 6.49667 1.35542
H -3.71397 6.74150 2.42359
H -1.21889 5.78815 -2.02671
H -0.21774 4.56648 -1.56926
C 7.52231 -1.58696 5.74557
C 6.46190 -1.81579 4.70964
C 5.09443 -2.27642 5.23911
O 5.16794 -3.53880 5.76203
C 4.00190 -4.14683 6.37447
N 6.28553 -0.61293 3.83829
H 7.62800 -2.49894 6.34270
H 7.32852 -0.70661 6.34801
H 8.49720 -1.35806 5.28953
H 6.73422 -2.67913 4.00453
H 4.40953 -2.27628 4.37420
H 4.74987 -1.63509 6.08419
H 3.23712 -4.33995 5.62661
H 3.51222 -3.44484 7.06284
H 4.41969 -5.02625 6.80172
H 7.00225 0.13027 3.90291
H 5.38717 -0.15186 4.02287
C 1.43010 -4.11432 -2.65897
C 2.69418 -5.09158 -2.44388
C 3.87682 -4.57899 -3.19738
O 4.95492 -5.46073 -2.91458
C 6.15911 -4.98995 -3.52004
N 3.00530 -5.05753 -1.01539
H 0.56378 -4.62531 -2.29631
H 1.24306 -3.95117 -3.72074
H 1.66993 -3.21592 -2.13295
H 2.44005 -6.10152 -2.79040
H 4.13390 -3.51143 -2.99902
H 3.70731 -4.62335 -4.26786
H 6.01405 -4.77523 -4.56837
H 6.96000 -5.81941 -3.53614
H 6.74011 -4.12676 -3.01357
H 3.72079 -5.64830 -0.76621
H 3.06956 -4.18292 -0.46374
C -0.21004 -7.22403 1.72019
C -0.21297 -5.74111 1.41446
C -1.42687 -4.94705 1.84817
O -2.59319 -5.56908 1.35378
C -3.79571 -5.05763 1.94775
N 1.10954 -5.06090 1.85738
H -1.04698 -7.73515 1.34400
H -0.20529 -7.45595 2.78924
H 0.70113 -7.70852 1.35796
H -0.19799 -5.63018 0.34128
H -1.35304 -3.95159 1.48380
H -1.56870 -4.87582 2.94301
H -3.64767 -3.99920 2.19598
H -3.92525 -5.56480 2.93950
H -4.63104 -5.17405 1.31200
H 1.54578 -5.67454 2.51368
H 1.76500 -4.95146 1.02828
C -5.55940 3.36656 -3.06487
C -6.29608 2.52388 -4.03196
C -5.90935 1.07992 -4.02369
O -6.74044 0.29318 -4.87884
C -5.98846 -0.69680 -5.52782
N -7.71805 2.65770 -3.76317
H -5.81174 3.15516 -2.06031
H -5.66869 4.46834 -3.16749
H -4.52278 3.10030 -3.13019
H -6.18617 2.79716 -5.14112
H -5.86466 0.60350 -3.00614
H -4.89137 0.98329 -4.40316
H -5.25104 -0.29144 -6.20390
H -6.73376 -1.36875 -5.97577
H -5.50016 -1.24681 -4.76365
H -8.30505 2.02932 -4.29302
H -7.93639 2.64331 -2.76100
C 3.45933 6.46708 -0.81230
C 2.34898 7.26236 -0.12226
C 2.71085 7.68792 1.30014
O 2.72983 6.61283 2.21745
C 3.09960 7.04619 3.55229
N 1.90743 8.45999 -0.87355
H 4.40128 7.04543 -0.93446
H 3.11306 6.23292 -1.85028
H 3.58691 5.49311 -0.26393
H 1.48888 6.60305 0.02704
H 1.94269 8.40696 1.67668
H 3.71728 8.19870 1.38134
H 2.16644 7.51449 4.01058
H 4.05851 7.62576 3.62454
H 3.33555 6.15028 4.07074
H 2.61536 8.95499 -1.36117
H 1.28112 8.21738 -1.58408
C 4.38605 2.10150 1.80371
C 3.62259 2.44247 3.08587
C 2.36595 3.24857 2.73129
O 1.59115 3.29969 3.96210
C 0.44210 4.21348 3.91955
N 3.33314 1.25109 3.84855
H 5.18509 1.42100 1.96405
H 4.85865 3.02086 1.43028
H 3.69370 1.57001 1.09444
H 4.20533 3.15240 3.71989
H 1.83728 2.70998 1.96622
H 2.65317 4.22267 2.40983
H -0.39093 3.66500 3.41318
H 0.77401 5.01164 3.27734
H 0.18844 4.50829 4.94773
H 2.73560 1.53094 4.57396
H 2.75549 0.69895 3.28213
C 4.56204 -4.21437 2.39412
C 4.82784 -3.07972 1.41082
C 6.01205 -3.34150 0.41889
O 6.40023 -2.22032 -0.39126
C 7.27070 -1.35578 0.27447
N 3.54513 -2.70374 0.79352
H 5.45839 -4.34154 3.04683
H 4.37712 -5.15840 1.78156
H 3.72165 -3.95715 3.07087
H 5.16021 -2.25893 2.04742
H 5.64831 -4.08043 -0.28839
H 6.83810 -3.68226 1.08760
H 6.98143 -1.20505 1.27639
H 7.28702 -0.40932 -0.25767
H 8.27599 -1.72727 0.24580
H 3.57004 -1.90242 0.13734
H 2.92424 -2.34389 1.50488
C -6.48718 -2.95460 -0.18278
C -5.86653 -2.61543 -1.50174
C -4.51250 -3.26718 -1.85562
O -3.56391 -2.90210 -0.88124
C -2.23306 -3.28324 -1.21990
N -6.77073 -3.00016 -2.54322
H -5.88880 -2.63632 0.64248
H -6.64169 -3.99640 0.00418
H -7.46370 -2.42684 -0.17887
H -5.72305 -1.50358 -1.60659
H -4.17828 -2.79572 -2.76753
H -4.53659 -4.36035 -1.93825
H -1.60867 -3.18543 -0.29854
H -1.78683 -2.71040 -2.06446
H -2.19148 -4.32429 -1.51521
H -7.09073 -3.95431 -2.60154
H -7.02549 -2.29929 -3.18287
C 2.90190 2.63470 -2.46043
C 2.08491 3.64706 -3.25839
C 2.65754 3.83798 -4.62438
O 1.89857 4.76040 -5.38112
C 2.51012 5.07483 -6.59164
N 0.74575 3.16888 -3.25204
H 2.42305 2.16420 -1.59060
H 3.90733 3.09551 -2.18648
H 3.15117 1.83342 -3.14356
H 2.11943 4.59192 -2.67274
H 2.77438 2.85392 -5.11862
H 3.71688 4.16999 -4.42583
H 1.96302 5.87785 -7.12477
H 2.46418 4.20693 -7.27056
H 3.54059 5.35954 -6.49108
H 0.81936 2.18894 -3.54630
H 0.21063 3.67328 -4.00458
C 0.85637 -0.46674 -6.85013
C 0.38650 0.30277 -5.58231
C -1.09700 0.01015 -5.37377
O -1.27331 -1.37295 -5.32510
C -2.63754 -1.65895 -5.16039
N 1.23097 0.09905 -4.39581
H 1.82218 -0.04542 -7.10359
H 0.08916 -0.19810 -7.65401
H 0.95838 -1.52719 -6.77057
H 0.43763 1.29846 -5.97521
H -1.73909 0.36947 -6.28271
H -1.37411 0.55135 -4.44253
H -3.14890 -1.13828 -5.99468
H -3.03700 -1.20499 -4.26976
H -2.77843 -2.71117 -5.20085
H 2.19949 0.10029 -4.68724
H 1.03687 -0.81279 -3.95304
C -4.16697 -2.56604 4.42046
C -4.61255 -1.56395 5.44580
C -5.96800 -1.95301 6.08929
O -6.80037 -2.33236 5.02912
C -8.17894 -2.04269 5.24495
N -3.65086 -1.30741 6.50330
H -4.97995 -2.73810 3.81824
H -3.98579 -3.51409 4.83609
H -3.26932 -2.31191 3.89879
H -4.74868 -0.59048 5.01772
H -6.41956 -1.07512 6.60434
H -5.85381 -2.70603 6.85242
H -8.83828 -2.32586 4.44197
H -8.25885 -0.93303 5.35563
H -8.61192 -2.45252 6.15107
H -3.41047 -2.22293 7.02315
H -2.73812 -1.11302 6.05065
C 5.29433 -0.25270 -3.64988
C 5.36493 -0.25971 -5.21106
C 5.21250 -1.67397 -5.73418
O 5.37233 -1.57926 -7.19124
C 5.28924 -2.86871 -7.84098
N 4.32824 0.56489 -5.76192
H 5.37781 0.77058 -3.23355
H 6.10143 -0.85646 -3.20284
H 4.40759 -0.70041 -3.32552
H 6.44495 0.00849 -5.53543
H 4.17047 -1.94237 -5.56968
H 5.96909 -2.35674 -5.29322
H 5.65595 -2.74944 -8.88990
H 4.26672 -3.25217 -7.80430
H 5.96666 -3.60729 -7.35430
H 4.33219 0.35911 -6.78792
H 4.51078 1.57189 -5.66266
C -6.45072 0.94645 1.52714
C -5.52528 2.04710 0.98287
C -6.28557 3.39961 0.68901
O -7.47069 3.16382 0.04649
C -8.28755 4.25119 -0.26400
N -4.28396 2.24736 1.79750
H -6.80148 1.25733 2.47970
H -5.94242 -0.01182 1.56945
H -7.32883 0.90698 0.80741
H -5.23397 1.60146 0.02380
H -5.64920 4.15955 0.19423
H -6.46136 3.82632 1.69851
H -7.76632 5.02284 -0.79427
H -8.74874 4.73284 0.63606
H -9.04575 3.94060 -0.89918
H -3.98067 3.17817 1.45228
H -4.54109 2.35055 2.77368
C 0.69497 -0.85488 -1.09096
C 0.20029 0.38454 -0.36586
C -1.31508 0.26144 -0.12500
O -1.59938 -0.85129 0.68844
C -2.86486 -0.82828 1.36405
N 0.90908 0.60599 0.85938
H 0.63619 -1.75363 -0.42451
H 1.82775 -0.83896 -1.24428
H 0.10696 -1.03134 -1.99426
H 0.32317 1.19769 -1.06949
H -1.90792 0.20897 -1.04829
H -1.67261 1.15181 0.45077
H -2.86408 -1.61142 2.12756
H -3.77137 -0.91256 0.78591
H -2.94366 0.13349 1.88173
H 0.27242 1.08555 1.56208
H 1.12823 -0.24662 1.36911
C 0.58198 -2.72308 5.36978
C -0.01588 -1.82157 4.30075
C 0.19838 -0.36360 4.62840
O -0.35357 0.01570 5.91202
C -0.77083 1.36625 5.81348
N 0.59408 -2.16010 3.01798
H 1.64613 -2.79377 5.30681
H 0.28375 -3.76088 5.35055
H 0.35284 -2.25190 6.31232
H -1.12542 -2.12644 4.25908
H -0.24847 0.32185 3.86485
H 1.31764 -0.25899 4.71852
H -1.21921 1.66337 6.78070
H -1.65513 1.48281 5.10883
H 0.04423 1.95105 5.49351
H -0.08879 -2.08224 2.26085
H 0.96995 -3.11818 2.91717
*
```